(1)
{
  "formula": "C40H40FN5O2S2Ti",
  "method": "ωB97M-V/def2-TZVPD",
  "de_lowest_kcal_mol": 36.13,
  "spin_multiplicity": 2,
  "charge": -1,
  "species": ["Ti", "O", "C", "C", "C", "C", "C", "C", "C", "N", "C", "C", "N", "C", "C", "C", "C", "C", "C", "C", "O", "H", "H", "H", "H", "H", "H", "H", "H", "H", "H", "H", "H", "H", "H", "C", "C", "C", "C", "C", "C", "C", "C", "C", "C", "C", "C", "N", "C", "C", "C", "C", "C", "C", "F", "H", "H", "H", "H", "H", "H", "H", "H", "H", "H", "H", "H", "H", "H", "H", "H", "H", "H", "H", "H", "H", "S", "C", "C", "C", "C", "C", "N", "C", "S", "N", "H", "H", "H", "H", "H"],
  "positions_angstrom": [[0.30705, -0.19016, 0.82893], [-1.98914, 1.26017, 2.34076], [-2.78445, 1.52446, 3.41785], [-4.16676, 1.46541, 3.33149], [-4.93785, 1.80861, 4.43015], [-4.34084, 2.20896, 5.61899], [-2.95922, 2.27207, 5.69393], [-2.16238, 1.93528, 4.60218], [-0.69142, 2.03109, 4.74699], [0.10659, 1.78047, 3.81023], [1.52223, 1.94931, 3.95386], [2.29214, 0.89458, 3.12509], [1.46702, -0.23899, 2.67420], [1.64505, -1.31997, 3.33798], [1.11883, -2.64334, 3.05602], [1.38162, -3.67396, 3.96694], [0.95863, -4.96172, 3.72240], [0.27261, -5.23524, 2.53312], [0.01173, -4.24652, 1.61172], [0.43199, -2.93354, 1.86757], [0.19949, -1.98151, 1.00435], [-4.61218, 1.14405, 2.40110], [-6.01746, 1.75400, 4.35762], [-4.94771, 2.47128, 6.47611], [-2.47694, 2.59093, 6.61212], [-0.34669, 2.34588, 5.74703], [1.85676, 1.92658, 5.00230], [1.76506, 2.93857, 3.55633], [3.11910, 0.50225, 3.72029], [2.73416, 1.34468, 2.23611], [2.30701, -1.28983, 4.20842], [1.92510, -3.44203, 4.87712], [1.15869, -5.75155, 4.43413], [-0.06024, -6.24675, 2.33095], [-0.51930, -4.44209, 0.69050], [1.06589, 3.31133, -3.23742], [1.56660, 1.96638, -2.69517], [3.04317, 1.81964, -3.07023], [0.69674, 0.81521, -3.18842], [0.85931, 0.39848, -4.50627], [0.06358, -0.59248, -5.05467], [-0.93367, -1.15310, -4.27908], [-1.14424, -0.77393, -2.95273], [-2.32212, -1.45871, -2.25433], [-1.88908, -2.65575, -1.41008], [-3.26517, -0.55265, -1.46575], [-0.29251, 0.19606, -2.38525], [-0.43439, 0.58270, -1.02237], [-0.95652, 1.84247, -0.83787], [-1.90315, 2.50170, -1.64135], [-2.39425, 3.75290, -1.29820], [-1.96176, 4.41843, -0.15675], [-0.98993, 3.81997, 0.64017], [-0.52862, 2.59378, 0.25441], [0.50223, 2.00860, 0.99325], [1.69412, 4.12250, -2.85706], [0.03646, 3.52597, -2.96325], [1.13554, 3.32325, -4.33036], [1.51158, 1.97480, -1.60820], [3.19793, 2.00245, -4.13904], [3.44468, 0.84259, -2.81377], [3.62391, 2.57199, -2.52992], [1.62866, 0.86383, -5.11174], [0.20845, -0.91337, -6.07972], [-1.58629, -1.90924, -4.70518], [-2.91663, -1.86533, -3.08060], [-1.24578, -2.36057, -0.58427], [-1.34328, -3.38147, -2.01588], [-2.76914, -3.14977, -0.98747], [-2.80319, -0.17554, -0.55794], [-4.15038, -1.12398, -1.17167], [-3.59880, 0.29600, -2.06360], [-2.23688, 2.01240, -2.54690], [-3.13402, 4.21893, -1.93888], [-2.36502, 5.38604, 0.11047], [-0.59600, 4.28716, 1.53320], [-2.56621, -1.28100, 2.47532], [-1.66640, -0.02129, 1.92439], [5.00380, -2.08586, -4.32600], [3.83886, -2.21707, -3.38636], [2.80204, -3.10648, -3.63063], [1.77791, -3.10884, -2.70080], [1.74420, -2.30779, -1.64646], [2.76616, -1.44499, -1.51193], [2.76474, -0.31200, -0.17997], [3.83381, -1.40957, -2.33345], [5.15029, -2.98745, -4.92191], [5.91008, -1.86146, -3.76530], [4.82299, -1.25135, -5.00879], [2.79156, -3.75467, -4.49637], [0.93987, -3.79125, -2.80675]],
  "lowdin_spin": [0.901, 0.000, 0.000, 0.000, 0.000, 0.000, 0.000, 0.000, 0.000, 0.002, 0.000, 0.000, -0.001, 0.034, 0.003, 0.006, 0.000, 0.007, -0.002, 0.007, -0.009, 0.000, 0.000, 0.000, 0.000, 0.000, 0.000, 0.000, 0.000, 0.000, 0.001, 0.000, 0.000, 0.000, 0.000, 0.000, 0.000, 0.000, 0.000, 0.000, -0.001, 0.000, -0.001, 0.000, 0.000, 0.000, 0.002, 0.005, 0.003, 0.000, 0.000, 0.000, 0.000, 0.001, 0.006, 0.000, 0.000, 0.000, 0.000, 0.000, 0.000, 0.000, 0.000, 0.000, 0.000, 0.000, 0.000, 0.000, 0.000, 0.000, 0.000, 0.000, 0.000, 0.000, 0.000, 0.000, 0.025, 0.003, 0.000, 0.000, 0.000, 0.000, 0.002, 0.004, 0.000, 0.000, 0.000, 0.000, 0.000, 0.000, 0.000]
}


(2)
{
  "formula": "C40H40GeN2O12OsP2S2",
  "method": "ωB97M-V/def2-TZVPD",
  "de_lowest_kcal_mol": 60.94,
  "spin_multiplicity": 5,
  "charge": 0,
  "species": ["Os", "C", "C", "C", "C", "C", "C", "C", "S", "O", "O", "N", "C", "C", "C", "C", "C", "N", "H", "H", "H", "H", "H", "H", "H", "H", "H", "H", "H", "O", "P", "O", "O", "O", "P", "O", "O", "O", "H", "H", "O", "C", "O", "C", "C", "Ge", "C", "C", "C", "C", "C", "C", "C", "C", "C", "C", "C", "C", "C", "C", "C", "C", "C", "C", "H", "H", "H", "H", "H", "H", "H", "H", "H", "H", "H", "H", "H", "H", "H", "H", "H", "H", "H", "C", "S", "O", "C", "C", "C", "C", "C", "C", "H", "H", "H", "H", "H", "H", "H", "H"],
  "positions_angstrom": [[-0.20873, 0.30751, -0.05865], [-4.28565, 2.86450, -5.74148], [-4.05089, 2.67545, -4.26552], [-2.76204, 2.70752, -3.73876], [-2.53990, 2.51515, -2.38687], [-3.62794, 2.28799, -1.55532], [-4.92414, 2.24858, -2.05339], [-5.12688, 2.44703, -3.40656], [-3.39245, 1.89897, 0.13834], [-2.75428, 2.92793, 0.87851], [-4.63367, 1.39616, 0.65794], [-2.32936, 0.57850, 0.08417], [-2.39204, -0.32874, 1.12834], [-3.46399, -0.87292, 1.83240], [-3.17885, -1.84404, 2.76803], [-1.85816, -2.24829, 3.02033], [-0.84792, -1.66796, 2.31964], [-1.12862, -0.73268, 1.38515], [-3.37537, 3.19598, -6.24129], [-5.06961, 3.60156, -5.92119], [-4.60114, 1.92337, -6.19853], [-1.91592, 2.87805, -4.39535], [-1.53762, 2.54457, -1.98669], [-5.74367, 2.05394, -1.37399], [-6.13310, 2.41650, -3.80882], [-4.46213, -0.52434, 1.63248], [-3.98987, -2.29941, 3.32170], [-1.63465, -2.99580, 3.76685], [0.19183, -1.90041, 2.47841], [2.59975, 0.96827, 0.00902], [2.62503, -0.54746, -0.51175], [3.89888, -1.20904, -0.29968], [1.27896, -1.07976, 0.12733], [2.26104, -0.39960, -2.07674], [1.59333, 0.97006, -2.62444], [1.01170, 0.49817, -4.02487], [2.55973, 2.05451, -2.72222], [0.30353, 1.16598, -1.74427], [3.49483, 1.35058, 0.02757], [1.72471, 0.54125, -4.68757], [0.12081, 2.13067, 1.09307], [0.10934, 3.29781, 0.49602], [-0.42660, 3.54371, -0.58541], [0.88234, 4.41608, 1.16429], [0.29219, 5.78563, 0.80571], [-0.66577, 5.75030, -0.94079], [-2.63078, 5.62564, -0.99768], [-3.39046, 5.65395, 0.17116], [-4.77729, 5.56514, 0.12362], [-5.42882, 5.47613, -1.10066], [-4.68637, 5.48281, -2.27485], [-3.29782, 5.55030, -2.22248], [0.23571, 5.58233, -2.66872], [-0.25078, 6.27068, -3.78385], [0.40877, 6.20501, -5.00552], [1.57101, 5.45056, -5.12969], [2.05747, 4.75203, -4.03382], [1.39059, 4.81576, -2.81339], [-0.80396, 7.87060, -0.87720], [-1.47553, 8.43455, 0.21524], [-1.59311, 9.81578, 0.35236], [-1.05648, 10.66034, -0.61248], [-0.38381, 10.11912, -1.69855], [-0.24273, 8.73508, -1.82425], [1.89669, 4.31784, 0.76134], [0.91728, 4.22384, 2.23764], [1.05927, 6.55297, 0.77249], [-0.44507, 6.08267, 1.55428], [-2.90487, 5.71146, 1.14006], [-5.35138, 5.56699, 1.04393], [-6.51046, 5.40487, -1.13971], [-5.18741, 5.43050, -3.23608], [-2.73168, 5.51766, -3.14775], [-1.14794, 6.87121, -3.69441], [0.02026, 6.75312, -5.85664], [2.09066, 5.40775, -6.08065], [2.95364, 4.14764, -4.11585], [1.77264, 4.22859, -1.98532], [-1.92639, 7.79794, 0.97223], [-2.10570, 10.23041, 1.21606], [-1.16077, 11.73530, -0.51448], [0.04208, 10.77280, -2.45513], [0.31394, 8.34693, -2.66862], [0.47182, -5.48028, 0.61201], [1.04105, -3.75540, 0.73415], [2.29844, -3.82569, 1.52500], [1.43816, -3.71755, -1.02326], [0.42663, -3.38316, -1.92010], [0.71676, -3.30753, -3.27279], [2.01143, -3.56544, -3.71373], [3.01254, -3.89042, -2.80888], [2.73093, -3.95763, -1.44732], [1.19882, -6.06637, 0.05334], [-0.49834, -5.48225, 0.10601], [0.37390, -5.85637, 1.63122], [-0.57223, -3.15842, -1.55077], [-0.05003, -3.01516, -3.98020], [2.24282, -3.48640, -4.76904], [4.02058, -4.06900, -3.16106], [3.50433, -4.15384, -0.71290]],
  "lowdin_spin": [3.004, 0.000, 0.000, 0.000, 0.001, 0.001, 0.001, 0.000, 0.011, 0.010, 0.011, 0.120, 0.042, 0.000, 0.029, 0.006, 0.017, 0.020, 0.000, 0.000, 0.000, 0.000, 0.000, 0.000, 0.000, 0.000, 0.001, 0.000, 0.000, 0.016, 0.016, 0.009, 0.137, 0.001, 0.019, 0.002, 0.010, 0.201, 0.001, 0.000, 0.254, 0.020, 0.015, 0.010, 0.002, 0.000, 0.000, 0.000, 0.000, 0.000, 0.000, 0.000, 0.000, 0.000, 0.000, 0.000, 0.000, 0.000, 0.000, 0.000, 0.000, 0.000, 0.000, 0.000, 0.000, 0.000, 0.001, 0.000, 0.000, 0.000, 0.000, 0.000, 0.000, 0.000, 0.000, 0.000, 0.000, 0.000, 0.000, 0.000, 0.000, 0.000, 0.000, 0.000, 0.002, 0.000, 0.000, 0.003, 0.001, 0.000, 0.000, 0.001, 0.000, 0.000, 0.000, 0.002, 0.000, 0.000, 0.000, 0.000]
}


(3)
{
  "formula": "C40H41As2N3O4P2SSeTi",
  "method": "ωB97M-V/def2-TZVPD",
  "de_lowest_kcal_mol": 60.94,
  "spin_multiplicity": 3,
  "charge": 0,
  "species": ["Ti", "N", "P", "C", "C", "C", "C", "C", "C", "C", "C", "C", "C", "C", "C", "P", "C", "C", "C", "C", "C", "C", "C", "C", "C", "C", "C", "C", "H", "H", "H", "H", "H", "H", "H", "H", "H", "H", "H", "H", "H", "H", "H", "H", "H", "H", "H", "H", "H", "C", "As", "C", "C", "C", "C", "C", "C", "C", "As", "C", "C", "H", "H", "H", "H", "H", "H", "H", "H", "H", "H", "H", "H", "H", "H", "H", "H", "Se", "N", "C", "C", "C", "C", "C", "C", "N", "H", "H", "H", "H", "O", "S", "O", "O", "O"],
  "positions_angstrom": [[0.83768, 1.18615, -0.80182], [0.95583, 0.86169, 2.22708], [-0.18098, 1.91551, 1.46024], [0.03994, 3.43685, 2.45972], [1.13624, 3.66569, 3.28228], [1.16188, 4.77863, 4.11117], [0.10537, 5.67451, 4.11610], [-0.96930, 5.47816, 3.26013], [-0.99898, 4.36737, 2.43606], [-1.72595, 1.34452, 2.28016], [-2.93670, 1.52339, 1.61780], [-4.12460, 1.10173, 2.19526], [-4.10519, 0.47987, 3.43446], [-2.90028, 0.31135, 4.10545], [-1.71721, 0.75151, 3.53672], [1.33116, -0.46260, 1.12534], [2.68324, -1.26871, 2.05342], [2.71148, -1.25654, 3.44267], [3.76538, -1.85251, 4.12114], [4.80584, -2.44116, 3.41977], [4.80120, -2.42119, 2.03181], [3.74463, -1.83753, 1.35409], [-0.10961, -1.56046, 1.56417], [-1.30590, -1.37638, 0.87222], [-2.42478, -2.14690, 1.14433], [-2.36029, -3.13873, 2.11012], [-1.16873, -3.36072, 2.78202], [-0.05275, -2.58180, 2.50932], [1.84581, 1.35464, 2.31703], [1.98342, 2.99395, 3.29407], [2.01066, 4.93958, 4.76292], [0.12186, 6.52743, 4.78190], [-1.78891, 6.18446, 3.24132], [-1.84276, 4.20806, 1.77443], [-2.94553, 1.99066, 0.63703], [-5.06285, 1.24673, 1.67428], [-5.02874, 0.12617, 3.87457], [-2.88549, -0.16857, 5.07579], [-0.77343, 0.62391, 4.05178], [1.90855, -0.78325, 3.99460], [3.77291, -1.86067, 5.20369], [5.62421, -2.90682, 3.95350], [5.62930, -2.84800, 1.48037], [3.76719, -1.76416, 0.27459], [-1.36863, -0.60258, 0.11668], [-3.34822, -1.97645, 0.60477], [-3.23387, -3.73875, 2.33131], [-1.10048, -4.15146, 3.51897], [0.87010, -2.77971, 3.03474], [2.45941, -5.03831, -1.15286], [1.75128, -3.18752, -1.27330], [2.80734, -2.72468, -2.87779], [0.10718, -3.55842, -2.26803], [-0.31688, -4.85595, -2.54405], [-1.41667, -5.09750, -3.34856], [-2.10619, -4.03374, -3.90513], [-1.71452, -2.73818, -3.61604], [-0.63390, -2.47912, -2.77579], [-0.27131, -0.54535, -2.38983], [-2.17540, -0.01194, -2.43029], [0.24334, -0.10280, -4.23036], [2.53403, -5.49622, -2.13833], [1.83539, -5.65013, -0.50228], [3.45275, -4.98123, -0.70761], [3.79139, -3.18916, -2.80827], [2.94834, -1.64960, -2.93455], [2.30832, -3.08204, -3.77728], [0.23488, -5.69701, -2.14320], [-1.72355, -6.11452, -3.55651], [-2.95802, -4.21303, -4.54839], [-2.27584, -1.91141, -4.03592], [-2.80213, -0.83090, -2.08220], [-2.48627, 0.30038, -3.42554], [-2.30330, 0.83139, -1.75569], [-0.19562, -0.79886, -4.94135], [1.32866, -0.14207, -4.31119], [-0.07753, 0.91263, -4.46060], [1.84623, 2.72920, -3.10033], [0.25609, 2.37805, -2.19949], [-0.71702, 3.13560, -2.79472], [-2.00863, 3.32653, -2.30104], [-2.91270, 4.07197, -3.03324], [-2.53965, 4.65276, -4.25216], [-1.25771, 4.53132, -4.73513], [-0.30543, 3.79390, -4.00330], [0.98531, 3.66957, -4.34932], [-2.27200, 2.91895, -1.33236], [-3.91570, 4.21649, -2.65328], [-3.26992, 5.22785, -4.80685], [-0.95245, 5.01090, -5.65523], [3.49603, 1.03345, 0.81987], [3.19568, 1.76069, -0.40580], [2.59458, 0.74378, -1.39894], [1.99320, 2.63114, -0.11484], [4.28520, 2.46629, -0.99247]],
  "lowdin_spin": [1.024, 0.008, 0.014, -0.002, -0.001, 0.000, -0.001, 0.000, -0.001, 0.003, 0.001, 0.000, 0.000, 0.000, 0.001, 0.012, 0.002, 0.000, 0.000, 0.000, 0.000, 0.000, 0.001, 0.012, 0.001, 0.000, 0.000, 0.000, 0.000, 0.000, 0.000, 0.000, 0.000, 0.000, 0.000, 0.000, 0.000, 0.000, 0.000, 0.000, 0.000, 0.000, 0.000, 0.000, 0.012, 0.000, 0.000, 0.000, 0.000, 0.000, 0.000, 0.000, 0.000, 0.000, 0.000, 0.000, 0.000, 0.003, 0.026, 0.011, 0.006, 0.000, 0.000, 0.000, 0.000, 0.000, 0.000, 0.000, 0.000, 0.000, 0.000, 0.000, 0.001, 0.001, 0.000, 0.003, -0.001, 0.199, 0.053, 0.062, -0.011, 0.091, -0.007, 0.071, 0.005, 0.334, -0.003, 0.006, -0.002, 0.003, 0.002, 0.013, 0.016, 0.020, 0.010]
}


The records above yield max |F| values of 1.47 3.21 3.27 eV/A, respectively.